[1]
# C4H17NO3

A cluster of 5 separate species, C4H17NO3 in total (wB97M-V/def2-TZVPD, the OMol25 dataset).

frontier orbital gap: 4.4 eV
total energy: -12047.5693 eV
LUMO energy: -4.609 eV

Geometry (Å):
C1 -0.2188 0.7392 -1.0199
N1 -0.4470 1.2312 0.2417
C2 1.1865 0.3263 1.9140
C3 -0.2532 0.3757 1.4129
C4 -0.9237 -0.9736 1.1309
H1 0.4670 -0.0906 -1.0525
H2 0.1963 1.5120 -1.7104
H3 -1.2688 0.5415 -1.4789
H4 -1.8820 -1.6179 -1.9538
H5 1.4253 -0.4669 2.6172
H6 1.4237 1.2830 2.4142
H7 1.8364 0.3483 1.0088
H8 -0.8849 0.8957 2.1402
H9 -1.2603 -1.5250 1.9932
H10 -0.3305 -1.5910 0.4463
H11 -1.8311 -0.7581 0.6103
H12 -3.4599 1.2007 -1.1171
H13 2.5185 -1.7253 -1.9864
O1 2.1355 -1.4154 -1.1692
H14 -1.4440 1.5803 0.1400
H15 -2.2255 -2.2713 -1.9174
O2 -2.8982 0.6283 -0.5894
H16 2.3896 -0.4062 -1.0098
H17 3.3301 1.2324 -0.4784
O3 2.4190 0.9468 -0.5863

Atomic partial charges in e from the Löwdin method, atoms 1 to 5: atom 1 (C): -0.082, atom 2 (N): 0.109, atom 3 (C): -0.024, atom 4 (C): -0.364, atom 5 (C): -0.033

[2]
# C4H17NO3

A cluster of 4 separate species, C4H17NO3 in total (wB97M-V/def2-TZVPD, the OMol25 dataset).

frontier orbital gap: 9.1 eV
total energy: -12055.0848 eV
SMILES: CNC(C)C.O.O.O
LUMO energy: 0.456 eV

Geometry (Å):
C1 -0.8286 1.1108 2.4467
N1 -0.7132 0.5749 1.1024
C2 -1.5319 -0.6345 0.9064
C3 -2.9986 -0.4690 1.3080
C4 -0.8716 -1.9480 1.4965
H1 -1.7926 1.5573 2.7250
H2 -0.1788 1.9901 2.4034
H3 -0.5628 0.3752 3.2001
H4 -0.7014 1.1627 0.2937
H5 -1.5455 -0.7627 -0.1728
H6 -3.2581 0.5299 1.6454
H7 -3.4046 -1.2801 1.9164
H8 -3.7193 -0.6743 0.4996
H9 -0.0389 -1.5291 2.0566
H10 -0.6475 -2.6331 0.6915
H11 -1.6294 -2.2925 2.1962
O1 1.7465 -2.0359 -1.0655
H12 1.3678 -1.9335 -0.1878
H13 2.3207 -1.2523 -1.0685
O2 2.1818 0.5304 -0.7014
H14 1.8721 1.2950 -0.2061
H15 2.2901 0.8564 -1.6033
O3 2.0834 2.5724 -4.4636
H16 2.7686 2.0362 -4.8733
H17 1.2404 2.2598 -4.7959

Atomic partial charges in e from the Löwdin method, atoms 1 to 5: atom 1 (C): -0.134, atom 2 (N): -0.109, atom 3 (C): -0.430, atom 4 (C): -0.080, atom 5 (C): -0.036